28
Properties=species:S:1:pos:R:3 method="wB97M-V/def2-TZVPD" smiles=[O-][n+]1c2c(cc3ccccc31)CCCC2 relative_energy_kj_mol=421.3
O 1.33 1.35 1.76
N 0.53 0.75 1.10
C 0.74 0.77 -0.24
C -0.27 0.17 -0.92
C -1.37 -0.44 -0.36
C -1.48 -0.60 1.06
C -2.32 -1.54 1.57
C -2.37 -1.78 2.88
C -1.39 -1.17 3.69
C -0.45 -0.29 3.20
C -0.44 0.02 1.81
C -0.20 0.34 -2.42
C 1.20 0.00 -2.77
C 2.38 0.97 -2.25
C 1.86 1.52 -0.98
H -1.99 -0.95 -1.10
H -2.98 -2.06 0.90
H -3.21 -2.36 3.29
H -1.50 -1.24 4.68
H 0.45 0.11 3.77
H -0.43 1.38 -2.69
H -0.81 -0.39 -3.04
H 1.39 -1.02 -2.43
H 1.22 0.01 -3.85
H 2.67 1.77 -3.00
H 3.26 0.37 -1.97
H 1.39 2.49 -1.35
H 2.79 1.81 -0.33

22
Properties=species:S:1:pos:R:3 method="wB97M-V/def2-TZVPD" smiles="C1=NCCC1.CN=C(O)O" relative_energy_kj_mol=208.1
C -0.55 -1.44 1.69
N 0.36 -0.86 1.07
C 0.53 -1.41 -0.22
C -0.51 -2.48 -0.46
C -0.93 -2.77 0.91
H -0.92 -1.23 2.75
H 1.53 -1.95 -0.08
H 0.61 -0.69 -0.96
H -0.25 -3.34 -0.96
H -1.31 -2.08 -1.08
H -1.96 -3.16 1.15
H -0.28 -3.53 1.31
C -0.91 2.71 -1.37
N -0.13 1.97 -0.45
C 0.98 2.30 -0.02
O 1.65 3.44 -0.34
O 1.66 1.58 0.84
H -0.39 3.00 -2.29
H -1.81 2.09 -1.57
H -1.00 3.82 -0.98
H 2.43 3.35 0.11
H 1.21 0.68 0.98

32
Properties=species:S:1:pos:R:3 method="wB97M-V/def2-TZVPD" charge=-2 relative_energy_kj_mol=0.0
Rh -0.49 0.34 -0.06
O 1.30 -2.51 2.02
Cl 0.31 -1.55 2.45
O 0.05 -1.71 3.86
O -0.91 -1.70 1.68
O 0.79 -0.20 2.18
O -0.94 0.07 -3.90
C -1.19 0.15 -2.70
O -0.54 0.96 -1.92
C -2.18 -0.79 -1.99
O -3.21 -1.14 -2.55
O -1.73 -1.19 -0.86
N 0.71 -2.37 -4.41
C 1.88 -2.64 -3.79
O 2.68 -3.48 -4.18
C 2.12 -1.82 -2.55
C 3.38 -1.30 -2.29
C 3.54 -0.46 -1.20
C 2.44 -0.14 -0.43
N 1.23 -0.65 -0.68
C 1.09 -1.51 -1.69
H 0.52 -2.88 -5.26
H 0.15 -1.54 -4.20
H 4.21 -1.55 -2.95
H 4.50 -0.03 -0.96
H 2.49 0.54 0.41
H 0.09 -1.91 -1.82
O -2.07 1.49 0.46
S -1.44 2.64 1.26
O -1.39 2.33 2.66
O -2.04 3.90 0.92
S 0.45 2.42 0.40

11
Properties=species:S:1:pos:R:3 method="wB97M-V/def2-TZVPD" relative_energy_kj_mol=458.8
C -3.29 -0.32 0.10
C 1.69 0.98 -0.17
N -2.18 -0.48 -0.17
N 0.56 0.14 0.20
O -4.46 -0.44 0.02
Cl 0.92 -1.45 -0.15
H 2.57 0.39 0.23
H 1.87 1.25 -1.22
H 1.51 1.85 0.23
H 2.02 -1.70 0.78
H -1.20 -0.21 0.14

60
Properties=species:S:1:pos:R:3 method="wB97M-V/def2-TZVPD" smiles="Cc1ccc(CN(Cc2ccccc2)C(=S)NCC(=O)N2CCC3(CC2)OCCO3)o1" relative_energy_kj_mol=152.8
C 1.16 1.97 0.43
C 1.88 0.85 -0.25
C 3.01 0.16 0.07
C 3.20 -0.78 -0.97
C 2.18 -0.60 -1.85
C 1.82 -1.28 -3.14
N 0.41 -1.13 -3.46
C 0.10 -0.23 -4.57
C 0.52 1.18 -4.26
C -0.23 1.94 -3.37
C 0.17 3.22 -3.02
C 1.33 3.75 -3.56
C 2.08 3.01 -4.45
C 1.67 1.73 -4.80
C -0.55 -1.51 -2.59
S -2.15 -1.11 -2.79
N -0.19 -2.33 -1.58
C -1.02 -2.48 -0.41
C -0.11 -2.40 0.81
O 1.10 -2.47 0.67
N -0.69 -2.27 2.02
C -2.09 -1.99 2.26
C -2.26 -0.49 2.53
C -1.40 -0.08 3.74
C 0.06 -0.50 3.51
C 0.14 -1.99 3.17
O -1.45 1.32 3.94
C -2.52 1.59 4.81
C -2.81 0.24 5.51
O -1.89 -0.66 4.93
O 1.37 0.40 -1.41
H 0.11 1.72 0.57
H 1.62 2.17 1.40
H 1.21 2.87 -0.18
H 3.62 0.29 0.94
H 3.99 -1.51 -1.04
H 2.39 -0.83 -3.96
H 2.09 -2.34 -3.08
H 0.62 -0.60 -5.46
H -0.97 -0.29 -4.73
H -1.14 1.52 -2.95
H -0.42 3.80 -2.33
H 1.65 4.75 -3.28
H 2.98 3.42 -4.88
H 2.26 1.15 -5.50
H 0.80 -2.42 -1.33
H -1.78 -1.70 -0.42
H -1.52 -3.46 -0.42
H -2.70 -2.31 1.43
H -2.39 -2.54 3.16
H -3.31 -0.27 2.73
H -1.95 0.09 1.66
H 0.47 0.10 2.70
H 0.62 -0.29 4.42
H 1.17 -2.26 2.93
H -0.21 -2.58 4.02
H -2.21 2.37 5.51
H -3.40 1.94 4.25
H -3.84 -0.10 5.33
H -2.61 0.27 6.58

120
Properties=species:S:1:pos:R:3 method="wB97M-V/def2-TZVPD" smiles=OCCO.OCCO.OCCO.OCCO.OCCO.OCCO.OCCO.OCCO.OCCO.OCCO.OCCO.OCCO relative_energy_kj_mol=359.8
O -3.20 2.67 -0.10
C -2.15 3.58 0.26
C -2.84 4.98 0.42
O -3.48 5.43 -0.78
H -3.62 2.96 -0.92
H -1.55 3.36 1.15
H -1.42 3.71 -0.54
H -2.14 5.70 0.84
H -3.67 4.86 1.11
H -3.55 6.39 -0.78
O 1.12 3.29 -4.13
C 2.14 2.74 -3.28
C 2.51 3.53 -1.99
O 3.05 4.80 -2.26
H 1.34 4.18 -4.42
H 1.90 1.72 -3.00
H 3.00 2.68 -3.96
H 3.03 2.88 -1.29
H 1.53 3.62 -1.52
H 2.62 5.17 -3.03
O -4.02 0.17 -2.67
C -5.39 0.38 -2.53
C -5.75 1.84 -2.87
O -5.40 2.68 -1.80
H -3.61 0.32 -1.82
H -5.96 -0.28 -3.19
H -5.80 0.07 -1.57
H -6.83 1.93 -3.01
H -5.23 2.20 -3.76
H -5.74 3.57 -1.88
O 4.63 -2.96 0.32
C 3.75 -3.23 1.39
C 4.41 -2.78 2.77
O 5.56 -3.49 3.26
H 5.51 -3.30 0.47
H 2.79 -2.79 1.14
H 3.59 -4.31 1.41
H 3.69 -2.93 3.58
H 4.72 -1.74 2.78
H 5.27 -4.33 3.64
O 0.20 -6.10 -0.74
C 1.17 -5.09 -1.03
C 2.56 -5.75 -1.18
O 2.77 -6.41 -2.38
H -0.22 -6.48 -1.51
H 0.96 -4.55 -1.95
H 1.24 -4.35 -0.24
H 2.66 -6.39 -0.30
H 3.37 -5.04 -1.01
H 3.54 -5.98 -2.77
O -2.21 -4.19 3.08
C -3.29 -3.36 2.85
C -2.80 -2.10 2.17
O -2.40 -2.30 0.81
H -2.17 -4.82 2.35
H -4.07 -3.89 2.30
H -3.64 -2.97 3.80
H -1.95 -1.66 2.68
H -3.63 -1.39 2.16
H -2.09 -1.50 0.39
O 1.21 0.03 -1.13
C 0.84 -0.37 0.20
C -0.35 0.45 0.73
O -1.63 0.31 0.16
H 1.95 -0.56 -1.33
H 0.68 -1.45 0.16
H 1.75 -0.32 0.80
H -0.03 1.47 0.52
H -0.47 0.27 1.80
H -2.06 1.17 0.11
O 3.07 -1.83 -1.76
C 4.15 -0.90 -2.14
C 5.39 -1.64 -2.71
O 5.09 -2.38 -3.83
H 3.35 -2.50 -1.13
H 3.77 -0.29 -2.95
H 4.48 -0.24 -1.34
H 5.87 -2.24 -1.94
H 6.13 -0.89 -3.01
H 4.35 -2.98 -3.70
O 3.05 4.63 3.48
C 3.51 3.34 3.34
C 3.15 2.78 1.93
O 1.76 2.51 1.70
H 3.39 5.28 2.86
H 4.58 3.25 3.54
H 3.13 2.70 4.14
H 3.66 1.82 1.81
H 3.59 3.36 1.11
H 1.28 3.25 2.07
O -5.95 0.01 2.47
C -5.49 0.95 1.48
C -5.98 2.34 1.80
O -7.35 2.36 2.08
H -5.60 0.20 3.35
H -4.42 0.91 1.28
H -5.87 0.57 0.53
H -5.76 3.10 1.04
H -5.53 2.74 2.72
H -7.59 1.65 2.69
O -0.38 1.19 -5.03
C -0.84 0.27 -4.04
C 0.15 -0.98 -4.03
O 0.20 -1.75 -5.20
H 0.29 1.82 -4.75
H -0.81 0.70 -3.04
H -1.86 -0.05 -4.26
H -0.10 -1.71 -3.27
H 1.16 -0.60 -3.89
H 0.53 -1.09 -5.81
O -0.67 0.33 4.71
C 0.73 0.36 4.43
C 1.20 -0.95 3.92
O 1.32 -1.94 4.93
H -0.90 -0.19 5.48
H 1.01 1.09 3.66
H 1.32 0.67 5.29
H 2.16 -0.90 3.42
H 0.57 -1.36 3.13
H 1.03 -2.75 4.51

41
Properties=species:S:1:pos:R:3 method="wB97M-V/def2-TZVPD" relative_energy_kj_mol=1744.8
C -4.21 2.20 5.76
C -3.68 1.10 5.13
C -2.52 1.17 4.50
C -1.82 0.11 3.80
C -2.43 -0.93 3.77
C -3.66 -1.23 4.28
C -4.13 -0.23 4.94
H -5.32 -0.06 5.34
H -4.34 -2.04 4.16
H -2.09 -1.96 3.24
N -0.65 0.11 3.10
C -0.19 -0.06 1.93
N 1.31 0.12 1.88
N 1.69 0.03 0.55
C 1.25 -0.37 -0.47
C 2.00 -0.41 -1.76
C 1.41 -0.55 -2.83
C 2.02 -0.40 -4.14
C 3.11 0.15 -4.14
C 3.89 0.26 -2.98
C 3.24 0.29 -1.81
H 3.73 0.23 -0.94
H 4.83 0.66 -3.02
O 4.00 0.09 -5.36
C 3.17 -0.12 -6.57
C 1.80 0.01 -6.39
H 1.87 1.14 -6.35
O 1.09 -0.57 -5.37
H 1.47 -0.54 -7.35
H 3.53 -1.46 -6.36
H 3.75 0.12 -7.38
H 0.27 -0.75 -3.05
C 0.02 -1.42 -0.30
H -0.31 -1.59 -1.21
H 0.42 -2.30 0.21
S -1.40 -0.66 0.65
H 1.68 0.57 2.51
H -1.74 1.82 4.49
H -4.66 1.96 6.61
H -5.01 2.59 4.94
H -3.39 2.91 6.01

15
Properties=species:S:1:pos:R:3 method="wB97M-V/def2-TZVPD" smiles="O=C1CN[C@H]2C[C@@H]2O1" relative_energy_kj_mol=659.9
O 0.83 -1.88 1.54
C 0.40 -1.03 0.74
C 0.20 -1.35 -0.77
N -0.26 -0.46 -1.70
C -0.06 1.04 -1.08
C -0.82 2.29 -0.32
C -0.48 0.99 0.41
O 0.37 0.44 1.24
H -0.44 -2.27 -0.91
H 1.20 -1.70 -0.86
H -1.34 -0.54 -1.61
H 1.01 1.66 -1.12
H -1.97 2.56 0.14
H -0.12 2.98 -0.35
H -1.57 0.41 0.55

77
Properties=species:S:1:pos:R:3 method="wB97M-V/def2-TZVPD" charge=+1 relative_energy_kj_mol=27.4
Zr -0.55 0.43 -0.36
O 0.02 4.25 1.84
C -0.67 3.98 2.97
C -0.53 4.80 4.09
C -1.22 4.53 5.25
C -2.06 3.42 5.33
C -2.20 2.61 4.23
C -1.52 2.86 3.04
C -1.71 1.94 1.91
O -1.14 2.15 0.77
N -2.46 0.86 2.10
N -2.43 0.11 0.97
C -3.29 -0.81 0.79
C -3.20 -1.53 -0.48
C -4.08 -2.53 -0.85
C -3.94 -3.12 -2.10
C -2.92 -2.70 -2.93
C -2.07 -1.71 -2.48
N -2.20 -1.14 -1.29
H 0.56 5.04 1.99
H 0.13 5.66 4.03
H -1.10 5.18 6.11
H -2.60 3.21 6.24
H -2.85 1.74 4.27
H -4.07 -1.02 1.52
H -4.87 -2.83 -0.17
H -4.62 -3.91 -2.41
H -2.78 -3.14 -3.91
H -1.23 -1.38 -3.09
C -0.93 -5.16 0.55
C -0.91 -4.06 1.40
C -0.36 -2.86 0.97
C 0.17 -2.74 -0.31
C 0.14 -3.84 -1.16
C -0.40 -5.04 -0.73
N 0.61 -1.47 -0.75
C 1.76 -1.31 -1.44
C 2.78 -2.30 -1.56
C 3.92 -2.04 -2.26
C 4.13 -0.80 -2.94
C 3.19 0.17 -2.86
C 2.01 -0.07 -2.11
N 1.00 0.82 -2.04
N 1.03 1.96 -2.61
C -0.22 2.57 -2.56
C -0.36 3.85 -3.08
C -1.63 4.42 -3.10
C -2.71 3.70 -2.59
C -2.48 2.45 -2.06
N -1.27 1.89 -2.05
H -1.35 -6.10 0.89
H -1.32 -4.14 2.40
H -0.33 -2.01 1.65
H 0.52 -3.75 -2.17
H -0.42 -5.89 -1.40
H 2.67 -3.23 -1.03
H 4.69 -2.79 -2.29
H 5.05 -0.65 -3.50
H 3.30 1.13 -3.35
H 0.51 4.37 -3.46
H -1.77 5.41 -3.50
H -3.71 4.11 -2.60
H -3.28 1.87 -1.62
Cl 6.50 -2.15 1.01
C 4.99 -1.30 1.06
C 4.86 -0.09 0.40
C 3.64 0.57 0.42
C 2.53 0.04 1.08
C 1.23 0.73 1.05
C 2.70 -1.18 1.75
C 3.92 -1.84 1.75
H 5.71 0.34 -0.12
H 3.55 1.52 -0.09
H 1.37 1.82 1.02
H 0.68 0.55 1.99
H 1.87 -1.61 2.30
H 4.03 -2.78 2.28

49
Properties=species:S:1:pos:R:3 method="wB97M-V/def2-TZVPD" s2=6.03 multiplicity=5 charge=+3 relative_energy_kj_mol=49.5
C 1.17 -0.18 -5.97
C 1.04 -0.08 -4.48
H 2.25 -0.12 -6.21
H 0.66 0.66 -6.46
H 0.80 -1.15 -6.34
O 1.94 0.03 -3.66
Cl -0.69 -0.13 -3.89
Ru -0.87 -0.07 -0.55
P -0.02 1.93 -0.68
C 1.35 2.59 0.33
C 0.38 2.54 -2.35
H 0.57 3.62 -2.33
H -1.76 3.61 -0.97
H -0.48 2.29 -2.98
H -2.37 2.16 -0.12
H 2.28 2.10 0.00
H 1.27 1.99 -2.70
C -1.53 2.86 -0.20
H 1.45 3.68 0.18
H -1.35 3.35 0.76
H 1.18 2.38 1.39
P 0.17 -1.96 -0.46
C 1.61 -2.36 0.59
C -1.14 -3.17 0.00
H -0.08 -2.28 -2.78
H 0.85 -3.66 -2.07
H 1.64 -2.04 -2.34
C 0.71 -2.57 -2.08
H -2.11 -2.76 -0.30
H -0.96 -4.12 -0.51
H 1.77 -3.45 0.63
H 1.45 -1.96 1.61
H -1.12 -3.32 1.09
H 2.48 -1.86 0.15
Cl -2.92 -0.31 -1.63
C -0.57 0.25 5.98
C -0.68 0.17 4.47
C 0.46 0.27 3.66
C 0.37 0.17 2.27
N -0.82 0.03 1.62
C -1.93 -0.09 2.39
C -1.87 -0.03 3.79
H 0.15 -0.46 6.39
H -0.26 1.23 6.36
H -1.53 0.04 6.46
H 1.44 0.38 4.12
H 1.27 0.21 1.64
H -2.86 -0.27 1.84
H -2.80 -0.15 4.36

13
Properties=species:S:1:pos:R:3 method="wB97M-V/def2-TZVPD" charge=+1 relative_energy_kj_mol=501.5
C -0.99 -0.26 0.11
C 0.76 -0.60 1.80
C -0.76 0.65 -2.11
N -0.29 -0.16 -0.94
O -1.94 -0.22 0.78
F 1.04 -0.40 -0.98
H 1.35 0.33 1.50
H -0.11 -0.20 2.31
H 0.69 -1.15 0.87
H 1.33 -1.11 2.62
H -1.71 1.25 -1.98
H -0.02 1.22 -2.54
H -0.93 -0.19 -2.85

8
Properties=species:S:1:pos:R:3 method="wB97M-V/def2-TZVPD" smiles="C#CPC(=O)F" relative_energy_kj_mol=102.6
C -2.10 -0.33 -0.31
C -0.96 -0.21 0.08
P 0.13 0.84 0.94
C 1.51 -0.36 0.38
O 2.24 -1.02 1.11
F 1.68 0.00 -0.95
H -2.83 -0.68 -1.06
H 0.34 1.76 -0.19

10
Properties=species:S:1:pos:R:3 method="wB97M-V/def2-TZVPD" smiles="O=Cc1ncco1" relative_energy_kj_mol=154.5
O -1.94 -1.14 -1.72
C -1.30 -0.14 -1.50
C -0.06 -0.14 -0.68
N 0.96 0.66 -0.58
C 1.35 0.54 0.74
C 0.51 -0.32 1.37
O -0.37 -0.79 0.48
H -1.68 0.88 -1.67
H 2.16 1.10 1.17
H 0.36 -0.63 2.39